A 2-piece molecular cluster, C6H9NO overall. Source: the OMol25 dataset; level of theory: ωB97M-V/def2-TZVPD.

Geometry as XYZ:
```
17
Properties=species:S:1:pos:R:3:forces:R:3
C 0.445 -0.973 0.194 -2.962 -1.118 0.703
C -3.099 -0.830 0.054 0.998 1.726 -0.143
C 0.988 -0.353 -0.999 0.177 -2.277 -3.738
C 0.796 0.443 0.217 1.366 2.431 0.974
C -1.801 -1.264 0.597 2.433 3.133 1.614
C -0.249 1.593 0.195 -0.251 -1.628 -1.687
N -3.856 0.084 -0.088 -0.951 -2.176 -0.276
O -4.910 0.685 -0.288 1.630 -0.106 0.251
H 1.875 -0.838 -1.530 -0.417 1.172 1.573
H 0.304 -0.256 -1.840 -0.438 0.472 0.333
H 1.793 0.661 0.660 -0.995 0.107 0.286
H 0.890 -1.807 0.761 -0.486 0.620 -0.227
H -1.562 -0.496 1.472 -0.613 -2.292 -1.460
H -1.560 -2.290 0.760 -0.626 -0.453 0.277
H -0.495 2.106 1.069 0.221 0.443 1.943
H -1.213 1.184 -0.137 0.264 -0.195 -0.047
H -0.053 2.364 -0.532 0.650 0.140 -0.375
```
Positions in Å, forces in eV/Å.

Summary:
Energy above the lowest of the compared OMol25 structures with the same formula, charge and spin: 7.826 eV
Spin multiplicity: 1

Want to see where the charge sits? The natural (NBO) charges in e are: C -0.06; C 0.17; C -0.49; C -0.28; C -0.53; C -0.61; N 0.16; O -0.40; H 0.23; H 0.23; H 0.22; H 0.22; H 0.24; H 0.23; H 0.22; H 0.22; H 0.22